Entry from the OMol25 dataset: a structure of composition C3H14BeNO at a distorted geometry (ωB97M-V/def2-TZVPD).

ΔE to the lowest compared entry with this formula, charge and spin ... 54.37 kcal/mol
Charge ... -1

Structure (XYZ):
```
20
C3H14BeNO ωB97M-V/def2-TZVPD
C -1.11 1.27 -2.41
Be -0.44 0.41 -1.15
N 0.61 -1.23 -1.44
H -1.49 -0.24 -1.22
H 1.03 0.76 -0.47
H -1.12 2.29 -1.81
H -2.01 0.87 -2.88
H -0.15 1.40 -3.05
H 0.06 -2.06 -1.29
H 1.45 -1.28 -0.91
H 0.91 -1.27 -2.48
C 0.26 -0.17 3.00
C 0.69 -0.08 1.53
O -0.43 0.02 0.69
H -0.35 0.69 3.30
H 1.15 -0.21 3.64
H -0.31 -1.09 3.23
H 1.31 0.79 1.30
H 1.24 -0.99 1.23
H -1.31 0.12 1.20
```

Here are the natural (NBO) charges for atoms 1 to 6, given in e: -1.490, 1.397, -1.125, -0.683, -0.690, 0.193



Entry from the OMol25 dataset: a structure of composition C2H3N2O2 at a distorted geometry (ωB97M-V/def2-TZVPD).

ΔE to the lowest compared entry with this formula, charge and spin ... 142.51 kcal/mol
Charge ... +1

Structure (XYZ):
```
9
C2H3N2O2 ωB97M-V/def2-TZVPD
C 0.54 0.98 0.37
C -0.99 -0.68 -0.51
N 0.91 1.93 1.03
N -0.79 0.60 -0.13
O -1.91 -1.27 -0.92
O 1.58 2.71 1.51
H 1.17 0.03 0.35
H 0.17 -1.39 -0.23
H -1.35 1.48 -0.46
```

Here are the natural (NBO) charges for atoms 1 to 6, given in e: 0.159, 0.601, 0.353, -0.611, -0.409, 0.049



Entry from the OMol25 dataset: a cluster of 2 separate species, C6H7F3N2S in total at a distorted geometry (ωB97M-V/def2-TZVPD).

ΔE to the lowest compared entry with this formula, charge and spin ... 38.62 kcal/mol

Structure (XYZ):
```
19
C6H7F3N2S ωB97M-V/def2-TZVPD
C -1.16 0.38 2.53
C -1.46 -0.97 2.55
C -0.08 -0.21 0.76
C 1.37 -1.10 -1.23
C 0.62 -0.09 -0.52
C 1.07 1.32 -0.82
N -0.37 0.81 1.49
N -1.10 -0.16 -1.75
F 2.20 1.62 -0.11
F 1.41 1.40 -2.14
F 0.24 2.29 -0.58
S -0.77 -1.77 1.25
H -1.55 1.14 3.32
H -2.13 -1.55 3.30
H 0.80 -2.06 -1.07
H 1.34 -0.81 -2.28
H 2.42 -0.88 -0.81
H -1.91 0.31 -1.27
H -0.94 0.32 -2.64
```

Here are the natural (NBO) charges for atoms 1 to 6, given in e: -0.058, -0.477, 0.008, -0.670, 0.132, 0.941